# C33H35BrMoN8O6PS

C33H35BrMoN8O6PS as an isolated structure in a non-equilibrium geometry (ωB97M-V/def2-TZVPD, the OMol25 dataset).

Geometry as XYZ:
```
86
Properties=species:S:1:pos:R:3:lowdin_charge:R:1
Mo 0.311 0.063 -0.121 1.6793
S 1.092 -1.640 -1.744 0.6420
C 0.637 -0.349 -2.843 -0.7260
C 0.951 -0.272 -4.200 -0.0664
C 0.613 0.869 -4.892 -0.0425
C -0.037 1.920 -4.239 -0.0494
C -0.334 1.769 -2.907 -0.1072
N -0.022 0.653 -2.240 -0.1298
H 1.469 -1.095 -4.672 0.1140
H 0.863 0.958 -5.942 0.1177
H -0.296 2.833 -4.755 0.1105
H -0.852 2.540 -2.349 0.1188
Br -1.912 -7.099 6.484 0.7628
C -0.851 -5.551 6.658 -0.6989
C 0.036 -5.215 5.643 -0.1159
C 0.801 -4.068 5.759 -0.0301
C 0.685 -3.267 6.889 -0.2672
C -0.155 -3.645 7.919 -0.0243
C -0.950 -4.778 7.800 -0.1130
N 1.514 -2.099 7.148 0.0906
N 1.802 -1.258 6.291 0.0790
C 1.040 -1.076 5.068 -0.2162
C -0.322 -1.045 4.997 0.0031
C -1.014 -0.823 3.779 0.0366
C -0.294 -0.604 2.643 -0.3158
O -0.778 -0.502 1.407 -0.2883
C 1.112 -0.579 2.718 -0.1423
N 1.724 -0.380 1.510 0.0047
C 3.034 -0.460 1.453 -0.0757
C 3.817 -0.695 2.602 -0.0100
C 3.218 -0.856 3.817 0.0381
C 1.803 -0.810 3.905 -0.0900
H 0.125 -5.847 4.770 0.1037
H 1.514 -3.821 4.983 0.1168
H -0.199 -3.033 8.812 0.1196
H -1.632 -5.058 8.590 0.1064
H -0.893 -1.200 5.903 0.1255
H -2.095 -0.835 3.747 0.1164
H 3.484 -0.333 0.477 0.1194
H 4.892 -0.744 2.499 0.1175
H 3.803 -1.032 4.710 0.1247
O -0.026 1.948 0.937 -0.0961
C 0.694 2.946 1.067 -0.1186
C 1.977 3.144 0.474 -0.1110
C 2.667 4.334 0.761 0.0654
C 3.887 4.538 0.194 -0.1305
C 4.460 3.601 -0.674 0.0397
C 3.797 2.439 -0.970 0.0326
C 2.539 2.173 -0.387 -0.3024
O 1.945 1.052 -0.675 -0.2858
N 4.620 5.783 0.494 -0.3555
O 4.065 6.601 1.195 0.0909
O 5.730 5.896 0.022 0.0952
H 0.317 3.749 1.715 0.1507
H 2.246 5.083 1.420 0.1375
H 5.429 3.816 -1.104 0.1308
H 4.219 1.705 -1.642 0.1313
C -2.321 -3.243 0.721 -0.0746
N -3.264 -2.558 -0.155 -0.2835
C -4.558 -3.218 -0.266 -0.0841
P -3.030 -1.011 -0.632 0.5377
O -1.571 -0.785 -0.925 -0.4438
N -3.608 0.036 0.480 -0.3022
C -3.345 1.459 0.321 -0.0886
C -4.563 -0.297 1.520 -0.0806
N -3.870 -0.759 -2.017 -0.2938
C -5.240 -0.271 -2.063 -0.0927
C -3.440 -1.465 -3.222 -0.0807
H -2.205 -4.274 0.381 0.0935
H -2.673 -3.261 1.759 0.0896
H -1.354 -2.754 0.683 0.0598
H -4.420 -4.229 -0.652 0.0941
H -5.212 -2.681 -0.949 0.0686
H -5.059 -3.294 0.704 0.0840
H -2.689 1.627 -0.533 0.0677
H -2.855 1.855 1.214 0.0850
H -4.273 2.013 0.152 0.0913
H -4.607 -1.372 1.670 0.0660
H -5.569 0.065 1.283 0.0876
H -4.256 0.163 2.462 0.0873
H -5.543 0.120 -1.094 0.0684
H -5.936 -1.066 -2.350 0.0838
H -5.329 0.532 -2.797 0.0920
H -2.423 -1.832 -3.101 0.0771
H -3.461 -0.786 -4.077 0.0901
H -4.100 -2.312 -3.435 0.0884
```

Its multiplicity is 3. The HOMO energy (alpha / beta) is -0.37108 / -0.37803 hartree. The max |F| is 1.6 eV/A. For the energy above the lowest of the compared OMol25 structures with the same formula, charge and spin, the calculation gives 18.3 kcal/mol. The charge is +1. The value obtained for the lowest unoccupied orbital energy (alpha / beta) is -3.41 / -3.82 eV. For the total energy, the calculation gives -151012.239 eV. The frontier orbital gap (alpha / beta) is 6.7 / 6.5 eV.



# C4H6N2

One molecule with the formula C4H6N2 in a non-equilibrium geometry (ωB97M-V/def2-TZVPD, the OMol25 dataset).

Geometry as XYZ:
```
12
Properties=species:S:1:pos:R:3:nbo_charge:R:1
C 0.251 -0.052 0.687 0.2689
C 0.742 -0.615 -0.416 -0.3841
C 0.008 -0.022 -1.541 -0.2780
C -0.893 0.777 -0.971 -0.1093
H -0.037 -1.311 2.117 0.3732
H 1.695 -0.584 1.958 0.3750
H 1.488 -1.392 -0.759 0.2398
H 0.216 0.201 -2.812 0.2326
H -1.900 1.090 -1.517 0.2105
H -1.396 1.414 0.812 0.4291
N 0.545 -0.335 2.011 -0.8110
N -0.720 0.830 0.430 -0.5467
```

Its multiplicity is 1. The HOMO energy is -0.29835 hartree. The max |F| is 5.1 eV/A. For the energy above the lowest of the compared OMol25 structures with the same formula, charge and spin, the calculation gives 74.5 kcal/mol. As for the SMILES: Nc1ccc[nH]1. The charge is 0. The value obtained for the lowest unoccupied orbital energy is 0.94 eV. For the total energy, the calculation gives -7222.362 eV. The frontier orbital gap is 9.1 eV.



# C17H16BrN3O3S

One molecule with the formula C17H16BrN3O3S (ωB97M-V/def2-TZVPD, the OMol25 dataset).

Geometry as XYZ:
```
41
Properties=species:S:1:pos:R:3:nbo_charge:R:1
C -6.355 -2.922 -1.188 -0.6415
C -4.866 -3.188 -0.990 0.1067
C -4.606 -4.182 0.137 -0.6416
H -3.536 -4.313 0.281 0.2145
H -5.046 -3.824 1.063 0.2349
H -5.047 -5.141 -0.119 0.2144
H -4.433 -3.568 -1.923 0.1885
O -4.134 -1.964 -0.791 -0.5121
C -4.382 -1.197 0.273 0.7931
O -5.204 -1.431 1.126 -0.6086
C -3.513 0.009 0.294 -0.1948
C -2.634 0.311 -0.743 -0.1499
C -1.840 1.436 -0.678 -0.2111
C -1.901 2.272 0.436 0.1790
C -2.804 1.989 1.461 -0.2410
C -3.596 0.865 1.391 -0.1264
H -4.290 0.624 2.181 0.2399
H -2.863 2.647 2.315 0.2170
N -1.134 3.435 0.532 -0.5733
C 0.063 3.731 -0.007 0.2757
S 0.586 5.286 -0.136 -0.1720
N 0.891 2.711 -0.457 -0.6587
C 1.068 1.491 0.166 0.6796
O 0.440 1.137 1.135 -0.5569
C 2.112 0.640 -0.470 -0.1915
C 2.728 -0.334 0.314 -0.1410
C 3.681 -1.146 -0.274 -0.1286
C 3.988 -0.969 -1.620 0.0337
N 3.381 -0.066 -2.362 -0.3953
C 2.469 0.716 -1.816 0.0501
H 1.996 1.410 -2.497 0.1990
H 4.735 -1.575 -2.112 0.2105
Br 4.564 -2.484 0.738 0.0846
H 2.452 -0.434 1.354 0.2544
H 1.645 3.050 -1.043 0.4333
H -1.550 4.198 1.053 0.4279
H -1.179 1.674 -1.498 0.2123
H -2.583 -0.338 -1.602 0.2319
H -6.798 -2.559 -0.265 0.2351
H -6.850 -3.844 -1.480 0.2144
H -6.503 -2.178 -1.968 0.2139
```

Its multiplicity is 1. The HOMO energy is -0.31574 hartree. The max |F| is 0.7 eV/A. For the energy above the lowest of the compared OMol25 structures with the same formula, charge and spin, the calculation gives 0.0 kcal/mol. As for the SMILES: CC(C)OC(=O)c1ccc(NC(=S)NC(=O)c2cncc(Br)c2)cc1. The charge is 0. The value obtained for the lowest unoccupied orbital energy is -0.59 eV. For the total energy, the calculation gives -109380.385 eV. The frontier orbital gap is 8.0 eV.